(1)
Entry from OMol25: a single C20H22N2O2 molecule (the ωB97M-V functional and the def2-TZVPD basis).

The geometry in XYZ format:
```
46
Properties=species:S:1:pos:R:3:forces:R:3
C -0.8052 -1.1847 -2.2135 0.02 0.11 -0.04
H 0.1336 -0.9738 -1.6943 0.01 0.03 -0.02
O -1.1568 -2.5482 -2.1408 -0.02 -0.15 -0.14
C -1.3458 -3.0278 -0.8365 0.35 -0.15 0.17
C -0.0377 -3.2313 -0.0597 -0.33 -0.20 -0.21
O 0.2788 -2.0518 0.6443 0.03 0.30 0.13
C 1.5286 -2.0949 1.2857 0.17 0.06 0.19
C 1.7727 -0.7430 1.9657 -0.19 -0.69 -0.08
N 1.9414 0.3103 1.0066 -0.23 0.31 -0.18
C 3.1379 0.6978 0.4590 0.21 0.54 -0.50
C 4.4463 0.2944 0.6740 0.01 -0.15 0.15
C 5.4283 0.9241 -0.0644 0.10 -0.07 0.06
C 5.1213 1.9249 -0.9896 0.11 0.10 -0.10
C 3.8238 2.3322 -1.2112 -0.08 -0.07 0.08
C 2.8160 1.7107 -0.4791 0.37 -0.55 0.46
N 1.4674 1.9008 -0.4965 -0.60 0.11 -0.07
C 0.9659 1.0594 0.3771 0.78 0.29 -0.32
C -0.4341 0.9092 0.6454 -0.93 0.19 -0.02
C -1.3603 1.6374 0.0012 0.82 -0.21 0.31
C -2.7962 1.5286 0.1547 -0.62 -0.03 0.04
C -3.4092 0.5031 0.8812 0.09 0.08 -0.08
C -4.7841 0.4369 0.9878 -0.04 -0.06 0.07
C -5.5815 1.3904 0.3746 -0.04 0.06 -0.04
C -4.9910 2.4104 -0.3539 -0.18 0.00 0.01
C -3.6164 2.4761 -0.4659 0.23 -0.12 0.08
H -3.1589 3.2720 -1.0358 0.06 0.07 -0.06
H -5.6070 3.1551 -0.8368 -0.04 0.05 -0.04
H -6.6566 1.3358 0.4615 -0.08 0.00 0.00
H -5.2408 -0.3646 1.5508 -0.02 -0.06 0.04
H -2.8046 -0.2546 1.3565 0.07 -0.09 0.05
H -1.0065 2.3782 -0.7032 0.08 0.06 -0.09
H -0.7099 0.1527 1.3621 -0.13 -0.05 0.04
H 3.5824 3.1034 -1.9246 -0.03 0.10 -0.09
H 5.9266 2.3863 -1.5421 0.06 0.04 -0.05
H 6.4599 0.6360 0.0748 0.07 -0.03 0.02
H 4.6951 -0.4806 1.3849 0.05 -0.06 0.05
H 0.9276 -0.5125 2.6184 0.14 -0.01 0.02
H 2.6786 -0.8080 2.5742 -0.13 0.05 0.00
H 1.5460 -2.8979 2.0401 0.02 0.08 -0.06
H 2.3279 -2.2927 0.5536 -0.06 0.02 0.09
H -0.1479 -4.0658 0.6501 0.01 0.06 -0.06
H 0.7649 -3.4842 -0.7677 -0.08 0.00 0.04
H -1.8454 -3.9921 -0.9549 0.01 0.07 0.11
H -1.9915 -2.3489 -0.2622 -0.03 -0.07 0.02
H -0.6939 -0.9553 -3.2711 0.01 0.08 0.02
H -1.5895 -0.5533 -1.7804 0.02 -0.01 -0.01
```
Positions in Å, forces in eV/Å.

As for the energy above the lowest of the compared OMol25 structures with the same formula, charge and spin: 2.4641 eV. Its charge is 0. The HOMO energy comes out at -7.7 eV.



(2)
Entry from OMol25: 3 unconnected molecules or ions with the total composition C5H9ClO in a non-equilibrium geometry (the ωB97M-V functional and the def2-TZVPD basis).

The geometry in XYZ format:
```
16
Properties=species:S:1:pos:R:3:forces:R:3
C 0.4315 1.5573 2.5325 0.86 0.59 0.47
C -1.4542 0.2259 -0.9659 3.73 1.99 0.87
C 1.1102 0.6212 -0.6475 -4.05 1.04 0.36
C 0.2449 -1.6049 -1.0139 0.57 -11.36 -1.76
C -0.0611 -0.3381 -0.8886 -1.65 11.70 1.70
O 1.3760 2.0315 2.9344 -0.82 -0.38 -0.36
Cl -0.2137 -1.6140 2.5949 0.11 -0.61 0.04
H -1.4370 0.9612 -1.7902 -0.46 0.30 0.55
H -1.6621 0.6557 0.0382 -0.36 0.34 -0.72
H -2.1340 -0.4798 -1.1858 -2.53 -2.57 -0.70
H 0.6905 1.4757 0.0247 0.97 -1.16 -1.21
H 1.3498 1.0766 -1.6389 0.99 -0.39 0.79
H 1.7344 -0.0103 -0.0549 1.68 0.26 -0.11
H -0.5651 -0.4183 2.3687 -0.17 0.43 -0.12
H -0.7262 -2.1987 -1.3015 2.72 0.03 0.41
H 1.3163 -1.9408 -1.0062 -1.59 -0.21 -0.20
```
Positions in Å, forces in eV/Å.

The multiplicity is 3. Its charge is 0. The HOMO energy (alpha / beta) comes out at -4.6 / -11.3 eV.



(3)
Entry from OMol25: a molecular structure, C24H36IN4O2Ru in a non-equilibrium geometry (the ωB97M-V functional and the def2-TZVPD basis).

The geometry in XYZ format:
```
68
Properties=species:S:1:pos:R:3:forces:R:3
C -5.9714 -2.1689 -3.9845 -0.20 0.05 -0.78
I -4.2389 -2.2079 -2.6998 -0.10 0.30 -0.07
H -5.8061 -1.3970 -4.7614 -0.13 -0.50 0.47
H -6.8540 -1.9571 -3.3806 0.16 0.05 0.01
H -6.0327 -3.1717 -4.4111 -0.05 0.19 -0.06
C 1.5724 -3.7570 -1.0439 0.22 -0.12 0.10
C 1.4417 -3.2487 -2.2838 -0.14 0.11 0.12
N 0.3378 -2.4206 -2.2543 0.39 -1.09 0.01
C -0.2460 -2.4347 -1.0309 2.22 0.52 0.09
N 0.5495 -3.2332 -0.2724 -0.54 -0.32 -0.29
H 2.3274 -4.4011 -0.6308 0.00 -0.09 0.00
H 2.0541 -3.3643 -3.1568 0.03 -0.07 -0.08
C -2.8766 2.0481 1.8400 -0.07 0.09 -0.06
C -2.4462 0.3464 0.4384 1.21 1.88 0.41
N -2.2991 0.7966 1.7106 -0.69 -0.16 -0.11
H -3.7993 3.3116 0.2846 -0.17 0.15 -0.02
N -3.0502 1.3592 -0.2277 -0.74 0.22 0.79
H -2.8691 2.5847 2.7691 -0.03 0.05 0.09
Ru -1.5660 -0.9661 -0.7705 -0.74 -0.53 -0.02
C -2.7372 -2.2263 -0.0810 -1.84 -2.50 1.55
O -3.3310 -3.0319 0.5571 0.71 0.93 -0.60
C -3.3425 2.4050 0.6222 0.28 -0.23 0.25
C -3.2534 1.3329 -1.6537 -0.52 0.42 -0.34
H -2.8097 2.2399 -2.0876 0.02 -0.34 -0.05
H -4.3202 1.2820 -1.9045 0.19 -0.05 0.07
H -2.7358 0.4137 -2.0241 -0.23 0.71 -0.22
C -1.6106 0.1112 2.7891 0.07 0.18 0.08
H -2.3121 -0.0553 3.6161 0.14 -0.08 -0.11
H -0.7860 0.7474 3.1407 -0.08 -0.26 -0.13
H -1.2087 -0.8465 2.4344 -0.19 0.40 -0.07
C 0.4125 -3.4780 1.1542 0.18 -0.09 -0.09
H 0.2088 -4.5422 1.3302 -0.03 0.22 0.02
H -0.3985 -2.8710 1.5747 0.20 -0.12 -0.37
H 1.3632 -3.2110 1.6335 -0.24 0.00 0.05
C -0.1072 -1.5647 -3.3247 0.31 -0.22 -0.81
H -0.9130 -0.9227 -2.8993 0.35 0.06 -0.38
H -0.5010 -2.1551 -4.1610 -0.02 0.08 0.15
H 0.7412 -0.9549 -3.6687 -0.31 0.02 0.12
C 3.4702 -0.6370 -1.2768 0.04 0.08 -0.19
C 3.2147 -0.9603 0.1919 -0.37 0.07 0.44
C 4.3586 -1.7995 0.7526 -0.13 -0.10 -0.16
C 2.9589 0.2916 0.9818 -0.10 0.69 0.33
C 3.8986 0.7902 1.8630 0.12 0.42 0.17
C 3.7046 2.0194 2.5098 0.33 0.43 0.42
C 2.5445 2.7680 2.2403 0.34 -0.16 0.24
C 1.5290 2.2824 1.4304 0.87 -0.31 -0.07
C 0.2878 3.0925 1.1452 0.35 -0.56 0.11
C -0.1538 3.9023 2.3596 -0.14 0.09 -0.14
C 0.4544 3.9963 -0.0790 -0.14 -0.16 -0.01
C 1.6871 0.9767 0.8158 -0.33 -0.30 -0.01
O 0.7325 0.4223 0.1674 0.49 0.32 0.10
H 4.3295 0.0523 -1.3605 -0.27 -0.19 0.02
H 2.5858 -0.1622 -1.7280 0.26 -0.16 0.13
H 3.7186 -1.5611 -1.8166 -0.11 0.19 -0.09
H 2.2798 -1.5222 0.2818 0.08 -0.12 -0.29
H 5.3254 -1.3239 0.5337 -0.11 -0.17 0.12
H 4.2592 -1.9282 1.8387 0.09 -0.08 -0.24
H 4.3351 -2.7804 0.2606 0.17 0.05 0.13
H 4.8203 0.2200 2.0533 -0.38 0.38 -0.06
H 4.4614 2.4001 3.2235 -0.49 -0.22 -0.52
H 2.4213 3.7574 2.7070 0.17 -0.46 -0.12
H -0.4579 2.3352 0.8880 -0.13 0.19 0.00
H 0.5775 4.6972 2.5664 -0.24 -0.12 0.07
H -1.1208 4.3700 2.1437 0.06 0.07 0.15
H -0.2501 3.2725 3.2558 0.03 0.16 -0.19
H 0.7990 3.3987 -0.9354 -0.12 0.23 0.20
H -0.5290 4.4284 -0.3096 0.20 0.10 -0.19
H 1.1714 4.8107 0.1138 -0.14 -0.22 -0.05
```
Positions in Å, forces in eV/Å.

The multiplicity is 6. Its charge is -2. The HOMO energy (alpha / beta) comes out at 2.3 / -1.8 eV.



| no. | energy (Ha) |
| --- | --- |
| 1 | -1035.29008 |
| 2 | -731.10566 |
| 3 | -1697.94795 |